This record from the OMol25 dataset describes a 8-piece molecular cluster, C72H152N8O8 overall at a distorted geometry. The level of theory is ωB97M-V/def2-TZVPD.

Its charge is 0. The HOMO-LUMO gap comes out at 8.39 eV. Its SMILES is CC1(C)CCCC(C)(C)N1O.CC1(C)CCCC(C)(C)N1O.CC1(C)CCCC(C)(C)N1O.CC1(C)CCCC(C)(C)N1O.CC1(C)CCCC(C)(C)N1O.CC1(C)CCCC(C)(C)N1O.CC1(C)CCCC(C)(C)N1O.CC1(C)CCCC(C)(C)N1O. The max |F| is 3.01 eV Å⁻¹. The calculation puts the highest occupied orbital energy at -7.9 eV.

Last columns: bonded neighbours and bond lengths (Å).
Geometry (Å):
1 C 28.83286 -18.89951 -17.67629  C2 1.553, H12 1.089, H13 1.094, H14 1.092
2 C 27.52000 -19.44441 -18.30187  C1 1.553, C3 1.539, C4 1.542, N10 1.458
3 C 27.78612 -19.60563 -19.80894  C2 1.539, H15 1.091, H16 1.091, H17 1.093
4 C 27.20274 -20.81535 -17.67107  C2 1.542, C5 1.530, H18 1.094, H19 1.087
5 C 25.73549 -21.16667 -17.92544  C4 1.530, C6 1.509, H20 1.095, H21 1.095
6 C 24.74728 -20.15079 -17.40813  C5 1.509, C7 1.571, H22 1.095, H23 1.091
7 C 25.00975 -18.73937 -18.04729  C6 1.571, C8 1.531, C9 1.540, N10 1.444
8 C 24.37318 -18.71823 -19.44004  C7 1.531, H24 1.092, H25 1.090, H26 1.092
9 C 24.22442 -17.79541 -17.11855  C7 1.540, H27 1.086, H28 1.095, H29 1.092
10 N 26.43550 -18.50847 -18.03076  C2 1.458, C7 1.444, O11 1.407
11 O 26.75501 -17.19603 -18.42296  N10 1.407, H30 0.972
12 H 29.67870 -19.58442 -17.64121  C1 1.089
13 H 29.21595 -18.07018 -18.27800  C1 1.094
14 H 28.56589 -18.46835 -16.70872  C1 1.092
15 H 26.91147 -20.02828 -20.30621  C3 1.091
16 H 28.02856 -18.66905 -20.31276  C3 1.091
17 H 28.63262 -20.26937 -20.00168  C3 1.093
18 H 27.67389 -21.51978 -18.36359  C4 1.094
19 H 27.67489 -20.88629 -16.69494  C4 1.087
20 H 25.56507 -21.26581 -19.00303  C5 1.095
21 H 25.57882 -22.19331 -17.57810  C5 1.095
22 H 24.87879 -20.08566 -16.32299  C6 1.095
23 H 23.73198 -20.50864 -17.58760  C6 1.091
24 H 24.49560 -17.73491 -19.89995  C8 1.092
25 H 23.32706 -19.02006 -19.39252  C8 1.090
26 H 24.89845 -19.38114 -20.13055  C8 1.092
27 H 23.18526 -18.09316 -17.01385  C9 1.086
28 H 24.32213 -16.79299 -17.54939  C9 1.095
29 H 24.77536 -17.72146 -16.17853  C9 1.092
30 H 26.92346 -16.71457 -17.59609  O11 0.972
31 C 16.97329 -20.73751 -15.12531  C32 1.537, H42 1.099, H43 1.090, H44 1.094
32 C 18.37071 -21.35425 -15.29278  C31 1.537, C33 1.532, C34 1.554, N40 1.474
33 C 18.26481 -22.87160 -15.10755  C32 1.532, H45 1.091, H46 1.087, H47 1.091
34 C 18.87033 -20.93812 -16.70411  C32 1.554, C35 1.534, H48 1.095, H49 1.091
35 C 20.39043 -20.98549 -16.90656  C34 1.534, C36 1.515, H50 1.091, H51 1.094
36 C 20.98606 -20.03665 -15.88705  C35 1.515, C37 1.554, H52 1.095, H53 1.099
37 C 20.67126 -20.54431 -14.45227  C36 1.554, C38 1.546, C39 1.524, N40 1.471
38 C 21.43934 -21.84878 -14.13990  C37 1.546, H54 1.092, H55 1.085, H56 1.090
39 C 21.13323 -19.42750 -13.52321  C37 1.524, H57 1.094, H58 1.092, H59 1.089
40 N 19.20920 -20.63249 -14.31932  C32 1.474, C37 1.471, O41 1.422
41 O 18.86996 -21.00152 -12.98825  N40 1.422, H60 0.964
42 H 16.24044 -21.31043 -15.71101  C31 1.099
43 H 16.56665 -20.72621 -14.11430  C31 1.090
44 H 16.80688 -19.74869 -15.56304  C31 1.094
45 H 19.21432 -23.39086 -15.24307  C33 1.091
46 H 17.88287 -23.09396 -14.11417  C33 1.087
47 H 17.62794 -23.23498 -15.91509  C33 1.091
48 H 18.40576 -21.62088 -17.42360  C34 1.095
49 H 18.44695 -19.95449 -16.91122  C34 1.091
50 H 20.73455 -22.01931 -16.84386  C35 1.091
51 H 20.53148 -20.70523 -17.95435  C35 1.094
52 H 20.78867 -18.99460 -16.15916  C36 1.095
53 H 22.07720 -20.06028 -16.01335  C36 1.099
54 H 22.51367 -21.71149 -14.27982  C38 1.092
55 H 21.04075 -22.62513 -14.78447  C38 1.085
56 H 21.36959 -22.05094 -13.07096  C38 1.090
57 H 20.54592 -18.54721 -13.80228  C39 1.094
58 H 22.17022 -19.17471 -13.75505  C39 1.092
59 H 20.99634 -19.53613 -12.44835  C39 1.089
60 H 18.38809 -20.23046 -12.66904  O41 0.964
61 C 24.92639 -14.59795 -14.19046  C62 1.521, H72 1.093, H73 1.093, H74 1.092
62 C 25.98607 -13.81752 -14.95271  C61 1.521, C63 1.551, C64 1.511, N70 1.455
63 C 25.32432 -13.21127 -16.21712  C62 1.551, H75 1.093, H76 1.090, H77 1.092
64 C 26.43459 -12.66688 -14.08257  C62 1.511, C65 1.530, H78 1.095, H79 1.097
65 C 27.62171 -11.84388 -14.58808  C64 1.530, C66 1.530, H80 1.090, H81 1.088
66 C 28.70958 -12.90108 -14.79048  C65 1.530, C67 1.546, H82 1.093, H83 1.101
67 C 28.43377 -14.13766 -15.67674  C66 1.546, C68 1.567, C69 1.531, N70 1.475
68 C 28.48132 -13.72927 -17.18929  C67 1.567, H84 1.091, H85 1.089, H86 1.091
69 C 29.47728 -15.21942 -15.38382  C67 1.531, H87 1.088, H88 1.094, H89 1.088
70 N 27.12290 -14.67099 -15.26282  C62 1.455, C67 1.475, O71 1.416
71 O 26.75029 -15.84572 -15.96103  N70 1.416, H90 0.964
72 H 24.62061 -15.45905 -14.79075  C61 1.093
73 H 25.24828 -15.01809 -13.23469  C61 1.093
74 H 24.04502 -13.98595 -13.98950  C61 1.092
75 H 24.84043 -12.25528 -15.99929  C63 1.093
76 H 26.00433 -12.92681 -17.02000  C63 1.090
77 H 24.58461 -13.92504 -16.58437  C63 1.092
78 H 25.62229 -11.96460 -13.87024  C64 1.095
79 H 26.71237 -13.04384 -13.09025  C64 1.097
80 H 27.37196 -11.31412 -15.50706  C65 1.090
81 H 27.81471 -11.15809 -13.76544  C65 1.088
82 H 29.21428 -13.21332 -13.87282  C66 1.093
83 H 29.55427 -12.38598 -15.27396  C66 1.101
84 H 28.35112 -12.65177 -17.30292  C68 1.091
85 H 27.74337 -14.24062 -17.80483  C68 1.089
86 H 29.47535 -13.94367 -17.58409  C68 1.091
87 H 29.66427 -15.26132 -14.31271  C69 1.088
88 H 30.40244 -14.89123 -15.86687  C69 1.094
89 H 29.23885 -16.16894 -15.85738  C69 1.088
90 H 26.86748 -16.51371 -15.27531  O71 0.964
91 C 17.33882 -7.95337 -19.09133  C92 1.530, H102 1.088, H103 1.093, H104 1.090
92 C 16.63956 -9.24912 -18.67534  C91 1.530, C93 1.551, C94 1.546, N100 1.470
93 C 15.17890 -9.22308 -19.19487  C92 1.551, H105 1.091, H106 1.089, H107 1.093
94 C 17.37457 -10.39070 -19.41517  C92 1.546, C95 1.547, H108 1.088, H109 1.093
95 C 17.06465 -11.76429 -18.77441  C94 1.547, C96 1.562, H110 1.097, H111 1.087
96 C 17.20617 -11.75214 -17.21877  C95 1.562, C97 1.539, H112 1.089, H113 1.089
97 C 16.32117 -10.65716 -16.59658  C96 1.539, C98 1.551, C99 1.536, N100 1.457
98 C 14.88088 -11.23200 -16.57113  C97 1.551, H114 1.096, H115 1.094, H116 1.091
99 C 16.81359 -10.64010 -15.14216  C97 1.536, H117 1.096, H118 1.092, H119 1.095
100 N 16.65441 -9.37964 -17.21164  C92 1.470, C97 1.457, O101 1.415
101 O 15.94399 -8.30473 -16.62615  N100 1.415, H120 0.964
102 H 16.85878 -7.09684 -18.62216  C91 1.088
103 H 18.39091 -8.03755 -18.80675  C91 1.093
104 H 17.38270 -7.83667 -20.17466  C91 1.090
105 H 14.60470 -8.52623 -18.58333  C93 1.091
106 H 15.20050 -8.99783 -20.25991  C93 1.089
107 H 14.65747 -10.17147 -19.04573  C93 1.093
108 H 16.99699 -10.44016 -20.43459  C94 1.088
109 H 18.45735 -10.29195 -19.30624  C94 1.093
110 H 15.99496 -11.86148 -18.99495  C95 1.097
111 H 17.56271 -12.60947 -19.24198  C95 1.087
112 H 18.24522 -11.57736 -16.94202  C96 1.089
113 H 16.79521 -12.74002 -17.01347  C96 1.089
114 H 14.03674 -10.54674 -16.43433  C98 1.096
115 H 14.75119 -11.83918 -15.67066  C98 1.094
116 H 14.60166 -11.85533 -17.42140  C98 1.091
117 H 17.83795 -10.26129 -15.05527  C99 1.096
118 H 16.90437 -11.58910 -14.60936  C99 1.092
119 H 16.15974 -10.01171 -14.52806  C99 1.095
120 H 16.56873 -7.98914 -15.96344  O101 0.964
121 C 12.80863 -16.88279 -14.68074  C122 1.535, H132 1.087, H133 1.093, H134 1.100
122 C 13.64880 -16.44051 -15.88649  C121 1.535, C123 1.530, C124 1.534, N130 1.479
123 C 14.57364 -15.28447 -15.50022  C122 1.530, H135 1.090, H136 1.096, H137 1.087
124 C 14.54458 -17.64602 -16.19960  C122 1.534, C125 1.539, H138 1.090, H139 1.096
125 C 15.10855 -17.67583 -17.63100  C124 1.539, C126 1.508, H140 1.100, H141 1.091
126 C 14.12833 -17.33045 -18.72381  C125 1.508, C127 1.561, H142 1.095, H143 1.091
127 C 13.29730 -16.05452 -18.37896  C126 1.561, C128 1.527, C129 1.545, N130 1.460
128 C 14.13900 -14.81729 -18.68343  C127 1.527, H144 1.090, H145 1.089, H146 1.098
129 C 12.03931 -16.08974 -19.27465  C127 1.545, H147 1.093, H148 1.088, H149 1.091
130 N 12.74929 -16.18374 -17.03176  C122 1.479, C127 1.460, O131 1.413
131 O 11.84322 -15.15880 -16.67977  N130 1.413, H150 0.963
132 H 13.37202 -17.34920 -13.87631  C121 1.087
133 H 12.05270 -16.16875 -14.34565  C121 1.093
134 H 12.13195 -17.67940 -15.02467  C121 1.100
135 H 15.38261 -15.15481 -16.21917  C123 1.090
136 H 13.98112 -14.36660 -15.58798  C123 1.096
137 H 14.93822 -15.38131 -14.48047  C123 1.087
138 H 15.42315 -17.65518 -15.55426  C124 1.090
139 H 13.97243 -18.57734 -16.12244  C124 1.096
140 H 15.85474 -16.86754 -17.60985  C125 1.100
141 H 15.69914 -18.58616 -17.74331  C125 1.091
142 H 13.43095 -18.16103 -18.87729  C126 1.095
143 H 14.58150 -17.11251 -19.69228  C126 1.091
144 H 14.12135 -14.55940 -19.74197  C128 1.090
145 H 15.16424 -14.77188 -18.32048  C128 1.089
146 H 13.58042 -14.00802 -18.19420  C128 1.098
147 H 11.45592 -15.17276 -19.16160  C129 1.093
148 H 11.41445 -16.91729 -18.94394  C129 1.088
149 H 12.25894 -16.13432 -20.34289  C129 1.091
150 H 11.04823 -15.63982 -16.42675  O131 0.963
151 C 18.24332 -15.18050 -17.99327  C152 1.542, H162 1.094, H163 1.086, H164 1.096
152 C 19.31801 -16.27648 -17.84251  C151 1.542, C153 1.512, C154 1.564, N160 1.491
153 C 18.80286 -17.61296 -18.32699  C152 1.512, H165 1.092, H166 1.093, H167 1.089
154 C 20.50841 -15.84182 -18.75897  C152 1.564, C155 1.555, H168 1.093, H169 1.091
155 C 21.38578 -14.70855 -18.15616  C154 1.555, C156 1.508, H170 1.096, H171 1.096
156 C 21.71189 -14.87836 -16.69352  C155 1.508, C157 1.538, H172 1.091, H173 1.092
157 C 20.53075 -15.31642 -15.81111  C156 1.538, C158 1.540, C159 1.531, N160 1.441
158 C 21.21554 -15.85971 -14.54361  C157 1.540, H174 1.094, H175 1.093, H176 1.089
159 C 19.69635 -14.08447 -15.45160  C157 1.531, H177 1.096, H178 1.091, H179 1.095
160 N 19.73393 -16.35555 -16.41329  C152 1.491, C157 1.441, O161 1.397
161 O 18.71093 -16.86539 -15.61002  N160 1.397, H180 0.968
162 H 17.50815 -15.29877 -17.19127  C151 1.094
163 H 18.60489 -14.15781 -18.05308  C151 1.086
164 H 17.62799 -15.34634 -18.88538  C151 1.096
165 H 18.40527 -17.47637 -19.33515  C153 1.092
166 H 19.66083 -18.28930 -18.35880  C153 1.093
167 H 17.99150 -18.05016 -17.74740  C153 1.089
168 H 21.10236 -16.70581 -19.06817  C154 1.093
169 H 20.09668 -15.44446 -19.68804  C154 1.091
170 H 22.30952 -14.60536 -18.73634  C155 1.096
171 H 20.90549 -13.77789 -18.47895  C155 1.096
172 H 22.04470 -13.96784 -16.19297  C156 1.091
173 H 22.51345 -15.61392 -16.59935  C156 1.092
174 H 20.59832 -15.90299 -13.64162  C158 1.094
175 H 22.02398 -15.19967 -14.21821  C158 1.093
176 H 21.61047 -16.85235 -14.75720  C158 1.089
177 H 18.66847 -14.38385 -15.21797  C159 1.096
178 H 19.60130 -13.37354 -16.27414  C159 1.091
179 H 19.95738 -13.50517 -14.56010  C159 1.095
180 H 18.95175 -17.78992 -15.45304  O161 0.968
181 C 15.03410 -13.19405 -22.10429  C182 1.548, H192 1.097, H193 1.091, H194 1.093
182 C 15.34870 -14.44869 -22.95394  C181 1.548, C183 1.526, C184 1.525, N190 1.457
183 C 14.18709 -15.42306 -22.77897  C182 1.526, H195 1.093, H196 1.096, H197 1.089
184 C 15.42086 -14.04701 -24.42314  C182 1.525, C185 1.532, H198 1.091, H199 1.091
185 C 16.74486 -13.37722 -24.80593  C184 1.532, C186 1.518, H200 1.094, H201 1.096
186 C 17.96139 -14.16712 -24.35682  C185 1.518, C187 1.537, H202 1.091, H203 1.098
187 C 17.88286 -14.63715 -22.89600  C186 1.537, C188 1.546, C189 1.551, N190 1.455
188 C 18.90450 -15.78020 -22.69875  C187 1.546, H204 1.096, H205 1.087, H206 1.094
189 C 18.30234 -13.44336 -21.99853  C187 1.551, H207 1.092, H208 1.087, H209 1.090
190 N 16.56420 -15.13315 -22.53223  C182 1.457, C187 1.455, O191 1.425
191 O 16.54661 -15.58791 -21.18178  N190 1.425, H210 0.965
192 H 15.51621 -12.29246 -22.50302  C181 1.097
193 H 13.96874 -12.96562 -22.05775  C181 1.091
194 H 15.45082 -13.14353 -21.09489  C181 1.093
195 H 14.33029 -16.35733 -23.32866  C183 1.093
196 H 14.16258 -15.77594 -21.74163  C183 1.096
197 H 13.18608 -15.02664 -22.94555  C183 1.089
198 H 15.24569 -14.91816 -25.05632  C184 1.091
199 H 14.65727 -13.29748 -24.63685  C184 1.091
200 H 16.66078 -13.18707 -25.88042  C185 1.094
201 H 16.85601 -12.35178 -24.43530  C185 1.096
202 H 18.91420 -13.65515 -24.49825  C186 1.091
203 H 18.08338 -15.03450 -25.01829  C186 1.098
204 H 18.53582 -16.76443 -23.01005  C188 1.096
205 H 19.29236 -15.91541 -21.69231  C188 1.087
206 H 19.68283 -15.61603 -23.44962  C188 1.094
207 H 19.18017 -12.97742 -22.45084  C189 1.092
208 H 18.43790 -13.65429 -20.94115  C189 1.087
209 H 17.52782 -12.68177 -22.09048  C189 1.090
210 H 16.59575 -16.52735 -21.39709  O191 0.965
211 C 20.13871 -11.82333 -9.90702  C212 1.541, H222 1.089, H223 1.088, H224 1.094
212 C 21.36990 -12.64640 -10.33211  C211 1.541, C213 1.528, C214 1.526, N220 1.468
213 C 21.09702 -14.07802 -9.87254  C212 1.528, H225 1.093, H226 1.090, H227 1.092
214 C 21.55667 -12.67473 -11.84658  C212 1.526, C215 1.495, H228 1.096, H229 1.102
215 C 22.12780 -11.46457 -12.51292  C214 1.495, C216 1.515, H230 1.092, H231 1.101
216 C 23.38544 -10.98746 -11.81612  C215 1.515, C217 1.554, H232 1.096, H233 1.095
217 C 23.23979 -10.86191 -10.27366  C216 1.554, C218 1.520, C219 1.533, N220 1.475
218 C 24.63725 -10.72017 -9.69355  C217 1.520, H234 1.094, H235 1.092, H236 1.089
219 C 22.47019 -9.57314 -9.96074  C217 1.533, H237 1.094, H238 1.089, H239 1.094
220 N 22.59997 -12.08661 -9.75858  C212 1.468, C217 1.475, O221 1.412
221 O 22.65899 -12.18870 -8.35177  N220 1.412, H240 0.963
222 H 20.16578 -10.81979 -10.32802  C211 1.089
223 H 19.21670 -12.36397 -10.10788  C211 1.088
224 H 20.21914 -11.58088 -8.84313  C211 1.094
225 H 20.95014 -14.10857 -8.79002  C213 1.093
226 H 20.16530 -14.41922 -10.32361  C213 1.090
227 H 21.88431 -14.80648 -10.07796  C213 1.092
228 H 21.98240 -13.64520 -12.12787  C214 1.096
229 H 20.57078 -12.82000 -12.31695  C214 1.102
230 H 22.09418 -11.50747 -13.60359  C215 1.092
231 H 21.42854 -10.62725 -12.36145  C215 1.101
232 H 23.60657 -10.01977 -12.28172  C216 1.096
233 H 24.28036 -11.57403 -12.04681  C216 1.095
234 H 25.25522 -11.61122 -9.84088  C218 1.094
235 H 24.60279 -10.59782 -8.60877  C218 1.092
236 H 25.17095 -9.87476 -10.12542  C218 1.089
237 H 22.15742 -9.55395 -8.91224  C219 1.094
238 H 21.60196 -9.43746 -10.60377  C219 1.089
239 H 23.01884 -8.63075 -10.04857  C219 1.094
240 H 23.31099 -12.88549 -8.21891  O221 0.963

Löwdin atomic charge list, values in e, 8 entries: number 1, C, carries -0.035; number 2, C, carries -0.507; number 3, C, carries -0.038; number 4, C, carries -0.117; number 5, C, carries -0.189; number 6, C, carries -0.140; number 7, C, carries -0.501; number 8, C, carries -0.020